Arrangement a

ORCA calculation (the ωB97M-V functional and the def2-TZVPD basis) on C29H88N14O13 as an isolated structure.

Values from the calculation:
LUMO level   -0.81 eV
Orbital gap   6.7 eV
HOMO level   -0.2770 Eh

Positions of all 144 atoms, in Å:
C (-20.171, -23.506, 13.635)
C (-19.341, -24.561, 14.288)
O (-18.261, -24.998, 13.451)
H (-19.613, -22.610, 13.359)
H (-21.042, -23.311, 14.260)
H (-20.463, -23.876, 12.652)
H (-19.895, -25.449, 14.591)
H (-18.885, -24.153, 15.190)
H (-17.964, -25.768, 13.941)
C (-15.238, -26.552, 18.016)
C (-14.919, -26.364, 19.535)
O (-13.863, -25.521, 19.850)
H (-15.591, -25.626, 17.563)
H (-15.996, -27.314, 17.834)
H (-14.441, -26.910, 17.364)
H (-14.755, -27.356, 19.956)
H (-15.871, -26.008, 19.927)
H (-14.237, -24.650, 19.700)
C (-19.253, -21.762, 21.737)
C (-17.795, -22.233, 21.599)
O (-17.587, -23.405, 20.892)
H (-19.786, -22.528, 22.300)
H (-19.707, -21.732, 20.747)
H (-19.304, -20.802, 22.250)
H (-17.328, -22.469, 22.556)
H (-17.137, -21.535, 21.083)
H (-16.703, -23.604, 20.576)
C (-22.474, -21.968, 14.561)
C (-22.854, -21.031, 13.369)
O (-21.845, -21.228, 12.410)
H (-21.434, -21.794, 14.837)
H (-22.480, -23.054, 14.474)
H (-22.986, -21.672, 15.477)
H (-22.869, -19.968, 13.608)
H (-23.806, -21.175, 12.860)
H (-21.093, -20.659, 12.593)
C (-14.715, -21.275, 15.121)
O (-13.751, -21.182, 15.850)
N (-14.664, -20.925, 13.919)
N (-15.851, -21.908, 15.369)
H (-13.733, -20.843, 13.536)
H (-15.441, -20.640, 13.340)
H (-16.595, -21.935, 14.686)
H (-16.060, -22.208, 16.310)
C (-16.488, -20.221, 18.732)
O (-16.614, -21.074, 17.948)
N (-16.168, -20.329, 19.968)
N (-17.063, -19.089, 18.558)
H (-16.075, -19.468, 20.488)
H (-16.123, -21.215, 20.452)
H (-17.062, -18.443, 19.335)
H (-17.519, -18.903, 17.676)
C (-13.410, -24.356, 15.623)
O (-13.218, -25.420, 15.100)
N (-12.461, -23.462, 15.770)
N (-14.487, -23.933, 16.178)
H (-11.527, -23.705, 15.470)
H (-12.527, -22.455, 15.751)
H (-14.496, -22.942, 16.375)
H (-15.328, -24.474, 16.036)
C (-18.798, -19.896, 15.787)
O (-19.386, -19.608, 16.778)
N (-18.889, -19.227, 14.661)
N (-17.911, -20.815, 15.740)
H (-18.447, -19.404, 13.771)
H (-19.665, -18.581, 14.690)
H (-17.800, -21.444, 16.522)
H (-17.695, -21.056, 14.783)
C (-15.099, -22.937, 19.698)
O (-15.329, -23.804, 20.577)
N (-13.976, -22.367, 19.555)
N (-16.104, -22.585, 18.902)
H (-13.336, -22.494, 20.327)
H (-13.761, -21.730, 18.801)
H (-16.875, -23.236, 18.931)
H (-16.065, -21.793, 18.276)
C (-20.796, -22.385, 16.578)
C (-19.999, -22.931, 17.716)
C (-18.417, -22.826, 17.459)
O (-17.957, -23.707, 16.455)
C (-16.591, -23.996, 16.416)
N (-20.399, -22.169, 18.944)
H (-20.550, -22.726, 15.572)
H (-20.992, -21.337, 16.804)
H (-21.740, -22.931, 16.572)
H (-20.235, -23.967, 17.960)
H (-17.897, -23.025, 18.396)
H (-18.094, -21.806, 17.249)
H (-16.360, -24.551, 15.508)
H (-16.205, -24.597, 17.240)
H (-16.027, -23.064, 16.365)
H (-20.332, -21.165, 18.849)
H (-19.619, -22.238, 19.583)
C (-25.573, -20.891, 14.879)
C (-25.383, -19.934, 16.087)
C (-24.285, -20.540, 17.000)
O (-24.426, -21.939, 17.386)
C (-23.281, -22.460, 18.029)
N (-24.976, -18.650, 15.501)
H (-24.691, -20.835, 14.240)
H (-26.381, -20.546, 14.235)
H (-25.675, -21.946, 15.136)
H (-26.314, -19.905, 16.652)
H (-24.360, -19.942, 17.908)
H (-23.272, -20.402, 16.620)
H (-22.349, -21.954, 17.776)
H (-23.181, -23.544, 17.971)
H (-23.461, -22.317, 19.094)
H (-24.600, -17.989, 16.165)
H (-24.298, -18.707, 14.754)
C (-20.007, -26.225, 16.654)
C (-18.692, -26.199, 17.289)
C (-18.626, -26.168, 18.874)
O (-17.402, -26.527, 19.403)
C (-17.377, -27.152, 20.662)
N (-17.886, -27.277, 16.741)
H (-20.774, -25.487, 16.889)
H (-20.499, -27.196, 16.629)
H (-19.883, -25.793, 15.661)
H (-18.128, -25.309, 17.010)
H (-19.476, -26.663, 19.343)
H (-19.036, -25.183, 19.097)
H (-17.634, -28.210, 20.689)
H (-17.915, -26.612, 21.442)
H (-16.375, -27.185, 21.091)
H (-18.077, -28.154, 17.204)
H (-16.972, -27.093, 17.129)
C (-21.020, -19.332, 18.641)
C (-19.598, -19.339, 19.131)
C (-19.541, -19.446, 20.730)
O (-19.991, -18.362, 21.485)
C (-19.478, -18.297, 22.762)
N (-18.909, -20.463, 18.675)
H (-21.520, -18.505, 19.146)
H (-21.637, -20.218, 18.792)
H (-21.023, -18.993, 17.605)
H (-19.126, -18.390, 18.877)
H (-18.483, -19.630, 20.918)
H (-20.065, -20.323, 21.112)
H (-18.397, -18.220, 22.873)
H (-19.685, -19.168, 23.385)
H (-19.946, -17.484, 23.318)
H (-19.035, -20.411, 17.674)
H (-17.921, -20.320, 18.829)


Arrangement b

ORCA calculation (the ωB97M-V functional and the def2-TZVPD basis) on a 13-piece molecular cluster, C29H88N14O13 overall.

Values from the calculation:
LUMO level   0.01 eV
Orbital gap   8.8 eV
HOMO level   -0.3222 Eh

Positions of all 144 atoms, in Å:
C (-1.786, -5.729, -0.782)
C (-2.623, -6.664, 0.085)
O (-1.799, -7.349, 0.965)
H (-1.252, -6.204, -1.605)
H (-0.977, -5.395, -0.133)
H (-2.246, -4.776, -1.042)
H (-3.123, -7.345, -0.604)
H (-3.422, -6.146, 0.616)
H (-2.302, -7.205, 1.770)
C (1.137, -2.168, 4.860)
C (1.323, -3.444, 5.671)
O (1.419, -3.217, 7.042)
H (1.122, -2.384, 3.792)
H (1.934, -1.473, 5.121)
H (0.235, -1.678, 5.229)
H (2.160, -3.962, 5.202)
H (0.511, -4.105, 5.369)
H (0.616, -2.761, 7.302)
C (-0.188, 6.553, -2.598)
C (-1.614, 7.041, -2.675)
O (-1.635, 8.054, -1.645)
H (-0.067, 5.611, -3.134)
H (0.202, 6.479, -1.583)
H (0.421, 7.241, -3.185)
H (-2.304, 6.333, -2.216)
H (-2.040, 7.295, -3.646)
H (-1.033, 8.732, -1.962)
C (-6.760, -3.468, -2.977)
C (-8.209, -3.608, -2.501)
O (-8.901, -4.678, -3.073)
H (-6.254, -4.407, -2.753)
H (-6.394, -2.633, -2.379)
H (-6.689, -3.183, -4.027)
H (-8.814, -2.702, -2.544)
H (-8.150, -3.771, -1.425)
H (-8.547, -5.522, -2.784)
C (5.087, 2.606, -6.035)
O (3.968, 3.021, -6.243)
N (6.194, 3.128, -6.506)
N (5.439, 1.604, -5.290)
H (6.166, 3.930, -7.120)
H (7.034, 2.718, -6.124)
H (6.400, 1.295, -5.296)
H (4.670, 1.116, -4.853)
C (5.787, -5.287, -4.564)
O (6.820, -5.867, -4.946)
N (4.607, -5.530, -5.100)
N (5.782, -4.399, -3.637)
H (3.885, -4.920, -4.745)
H (4.416, -6.167, -5.859)
H (6.645, -4.009, -3.287)
H (4.991, -3.771, -3.597)
C (-0.685, -2.634, -7.072)
O (-1.542, -2.473, -6.219)
N (-0.317, -3.750, -7.607)
N (-0.025, -1.681, -7.647)
H (0.377, -3.850, -8.334)
H (-0.591, -4.622, -7.179)
H (0.428, -1.974, -8.500)
H (-0.077, -0.715, -7.355)
C (-2.910, 4.321, 3.129)
O (-2.786, 3.579, 2.113)
N (-2.597, 5.602, 3.138)
N (-3.314, 3.902, 4.264)
H (-2.464, 6.018, 2.227)
H (-2.557, 6.087, 4.023)
H (-3.437, 4.592, 4.991)
H (-3.805, 3.022, 4.328)
C (0.864, 0.376, -1.111)
O (1.594, -0.428, -1.766)
N (1.178, 1.360, -0.320)
N (-0.416, 0.271, -1.080)
H (2.141, 1.640, -0.197)
H (0.400, 1.684, 0.236)
H (-1.036, 0.813, -0.496)
H (-0.725, -0.483, -1.676)
C (2.581, 7.221, 5.686)
C (3.284, 8.170, 4.676)
C (3.990, 7.472, 3.497)
O (5.045, 6.625, 4.054)
C (4.801, 5.228, 3.918)
N (2.277, 9.088, 4.316)
H (3.249, 6.572, 6.252)
H (1.875, 6.575, 5.164)
H (2.060, 7.846, 6.411)
H (4.039, 8.749, 5.208)
H (4.425, 8.258, 2.880)
H (3.322, 6.945, 2.815)
H (4.709, 4.852, 2.899)
H (3.905, 5.055, 4.515)
H (5.533, 4.540, 4.342)
H (2.709, 9.732, 3.670)
H (1.457, 8.788, 3.809)
C (-4.561, -3.526, 9.118)
C (-4.188, -2.510, 7.957)
C (-5.353, -1.858, 7.291)
O (-5.019, -1.251, 6.078)
C (-5.002, -2.192, 5.039)
N (-3.203, -1.566, 8.419)
H (-4.911, -2.959, 9.980)
H (-3.643, -3.984, 9.487)
H (-5.240, -4.302, 8.765)
H (-3.605, -3.185, 7.331)
H (-5.808, -1.174, 8.007)
H (-6.150, -2.550, 7.019)
H (-4.467, -3.111, 5.281)
H (-4.534, -1.856, 4.114)
H (-6.007, -2.511, 4.762)
H (-3.581, -0.893, 9.071)
H (-3.065, -0.937, 7.640)
C (-6.623, 3.679, -6.417)
C (-6.341, 2.155, -6.380)
C (-6.576, 1.467, -7.665)
O (-7.918, 1.258, -8.023)
C (-8.141, 0.421, -9.122)
N (-4.937, 2.095, -5.907)
H (-6.632, 4.079, -5.403)
H (-7.543, 3.861, -6.973)
H (-5.974, 4.256, -7.076)
H (-6.905, 1.701, -5.565)
H (-6.107, 0.483, -7.665)
H (-6.082, 1.994, -8.481)
H (-7.607, 0.743, -10.017)
H (-9.178, 0.679, -9.336)
H (-7.980, -0.636, -8.915)
H (-4.726, 2.615, -5.067)
H (-4.539, 1.168, -5.867)
C (7.355, -2.489, 2.085)
C (8.805, -2.709, 2.083)
C (9.228, -4.134, 2.499)
O (8.974, -4.396, 3.874)
C (9.891, -5.285, 4.489)
N (9.319, -2.475, 0.788)
H (6.911, -3.460, 1.865)
H (7.057, -1.726, 1.365)
H (6.989, -2.154, 3.055)
H (9.376, -2.055, 2.743)
H (10.301, -4.194, 2.315)
H (8.891, -4.906, 1.808)
H (10.641, -4.619, 4.917)
H (10.408, -5.834, 3.702)
H (9.507, -6.003, 5.213)
H (10.196, -2.919, 0.558)
H (9.501, -1.497, 0.615)


arrangement b is preferred energetically. Next in line: 691.5 kcal/mol higher.


Arrangement a

ORCA calculation (the ωB97M-V functional and the def2-TZVPD basis) on an isolated molecule of C2H2O2.

Values from the calculation:
LUMO level   -0.87 eV
Orbital gap   9.5 eV
Structure (SMILES)   O=CC=O
HOMO level   -0.3797 Eh

Positions of all 6 atoms, in Å:
C (-0.142, -0.265, 0.808)
C (-0.741, -0.158, -0.550)
H (-0.818, -0.255, 1.839)
H (-1.733, -0.708, -0.848)
O (1.079, -0.160, 0.941)
O (-0.098, 0.597, -1.258)


Arrangement b

ORCA calculation (the ωB97M-V functional and the def2-TZVPD basis) on a 2-piece molecular cluster, C2H2O2 overall.

Values from the calculation:
LUMO level (spin up / spin down)   0.13 / 0.13 eV
Orbital gap (spin up / spin down)   8.3 / 8.3 eV
HOMO level (spin up / spin down)   -0.2993 / -0.2993 Eh

Positions of all 6 atoms, in Å:
C (-0.513, -0.313, 1.040)
C (0.342, 0.227, -0.987)
O (0.291, -0.761, 1.777)
O (-0.177, 0.697, -1.917)
H (-1.461, 0.020, 1.311)
H (1.164, -0.329, -0.822)


Arrangement c

ORCA calculation (the ωB97M-V functional and the def2-TZVPD basis) on an isolated molecule of C2H2O2.

Values from the calculation:
LUMO level   0.04 eV
Orbital gap   9.6 eV
HOMO level   -0.3520 Eh

Positions of all 6 atoms, in Å:
O (-1.130, -1.477, -0.121)
C (-0.642, -0.543, 0.412)
C (1.022, 0.553, -0.317)
O (-0.285, 0.622, -0.346)
H (-0.372, -0.411, 1.464)
H (1.357, 1.303, -1.057)


arrangement a is preferred energetically. Next in line: 37.1 kcal/mol higher.